ORCA calculation (ωB97M-V/def2-TZVPD) on a single C4H5NO molecule.

XYZ file:
```
11
Properties=species:S:1:pos:R:3:forces:R:3
O -0.219735 -1.728162 -0.587755 0.0 0.2 0.0
N 1.985553 0.006763 0.204619 -0.2 0.2 -0.1
C -1.194911 -1.099903 -0.158822 0.0 0.1 0.1
C -1.257488 0.277421 0.206959 -0.3 -0.1 0.0
C 0.946444 0.726363 0.014013 0.2 0.1 0.0
C -0.265137 1.181432 -0.255429 0.4 0.0 0.1
H 2.720415 0.346389 0.815951 -0.1 -0.3 0.0
H -2.139762 0.648606 0.715839 0.0 0.0 -0.2
H -0.446012 2.176360 -0.668271 0.0 -0.2 0.1
H -2.191274 -1.595921 -0.115109 0.3 0.0 0.2
H 2.061902 -0.939343 -0.171990 -0.2 0.1 -0.2
```
Forces are in eV/Å.

Calculated values
energy above the lowest of the compared OMol25 structures with the same formula, charge and spin: 327.5 kJ/mol
E_LUMO (spin up / spin down): 0.3 / 0.3 eV
frontier orbital gap (spin up / spin down): 7.763 / 7.762 eV



ORCA calculation (ωB97M-V/def2-TZVPD) on a molecular structure, C40H33FeN3O3P at a distorted geometry.

XYZ file:
```
81
Properties=species:S:1:pos:R:3:forces:R:3
Fe 0.031007 -0.029014 0.203378 1.8 1.3 -1.5
P -1.474950 2.416667 1.362371 -0.2 -0.2 -0.1
O -0.289643 -1.305736 -1.630008 0.0 -0.1 0.2
O 3.716381 -1.458165 0.432795 -0.1 -0.1 -0.1
O -1.261197 -1.485522 1.050038 -0.4 -1.7 0.5
N -1.688825 -0.355629 0.936442 -0.9 0.4 0.4
N 2.773673 -2.893383 -1.124830 -0.1 0.1 0.0
N 1.564699 -1.165234 -0.409598 0.0 0.0 0.5
C 3.616370 2.310138 0.625507 -0.1 0.0 0.0
C -5.188475 -0.333737 1.970217 -0.2 0.3 0.1
C -1.245968 -5.660597 -1.559408 0.0 0.0 0.0
C -5.317476 1.053907 2.140174 -0.1 -0.1 0.0
C 0.505865 2.143434 -1.603476 0.2 -0.1 0.0
C -2.829263 6.195338 0.798695 0.0 -0.1 0.0
C 2.203595 -3.341954 -6.083319 0.0 0.0 0.0
C 2.628267 -4.340097 -5.212260 0.0 0.0 0.0
C 0.171071 -5.875229 0.364548 0.1 0.1 0.0
C -2.915250 0.037653 1.415752 -0.1 0.3 0.0
C 2.680498 1.988848 -0.512650 0.1 0.1 0.0
C 2.805088 -1.814294 -0.276453 0.1 0.0 0.0
C -2.101489 4.633096 2.986799 -0.1 0.1 0.1
C -2.998071 1.431881 1.632822 -0.1 -0.2 -0.1
C 0.836748 -1.766975 -1.339514 -0.3 0.0 -0.2
C 1.281447 -2.125479 -4.219178 0.0 0.0 0.0
C -0.453508 -4.624207 -2.029651 -0.1 0.0 -0.1
C 1.715512 -3.114721 -3.345401 0.0 0.0 0.0
C 1.570105 1.325512 4.659075 0.0 0.0 0.0
C 0.661366 2.858715 3.037718 0.2 0.0 0.0
C -3.975240 -0.858660 1.616334 0.3 -0.1 -0.1
C 2.378255 -4.227827 -3.853971 0.1 -0.1 0.0
C -2.940827 6.701406 2.085174 0.0 0.0 0.0
C 0.660420 -4.210405 -1.307994 0.1 0.0 -0.1
C 2.281021 0.890165 -2.631550 -0.1 0.0 -0.1
C 0.964034 1.338437 -2.639351 0.1 0.0 -0.1
C 1.624036 2.538630 3.983271 0.0 0.0 0.0
C 1.372747 2.480592 -0.552421 0.1 -0.2 -0.1
C -0.437787 0.762711 3.455409 0.0 0.0 0.1
C 1.526039 -2.240484 -5.585942 0.0 0.0 0.1
C -4.246266 1.925654 1.987274 0.0 0.1 0.1
C -2.573567 5.923032 3.178585 0.0 0.0 0.0
C -0.380298 1.970613 2.758132 -0.1 0.0 0.1
C -0.932670 -6.292564 -0.361692 0.0 0.0 0.0
C 3.120109 1.202023 -1.577095 0.1 0.0 0.1
C 0.535555 0.443026 4.398473 -0.1 0.0 -0.1
C 0.965350 -4.833066 -0.106035 0.0 0.0 0.1
C -2.351414 4.904699 0.602338 0.0 0.1 0.0
C 1.509840 -3.041134 -1.838568 0.0 0.0 0.0
C -1.994978 4.116463 1.694546 -0.1 0.0 0.1
H -4.378068 2.987739 2.157055 0.0 -0.1 0.0
H 0.470936 -0.494370 4.936388 0.0 0.0 0.0
H 2.422870 3.239612 4.190445 0.0 0.0 0.0
H 3.589097 -3.453635 -1.300999 0.0 0.0 0.0
H -2.655631 6.322819 4.181541 0.0 0.0 0.0
H -0.700720 -4.134779 -2.965349 0.0 0.0 0.0
H 0.304943 1.091148 -3.462335 0.0 0.0 0.0
H 2.652003 0.286788 -3.452380 0.0 0.0 0.0
H 3.147506 -5.210857 -5.594569 0.0 0.0 0.0
H -2.255563 4.510878 -0.404312 0.0 0.0 0.0
H 0.424573 -6.363589 1.297804 0.0 0.0 0.0
H -2.104707 -5.983443 -2.135828 0.0 0.0 0.0
H -3.105619 6.803934 -0.052362 0.0 0.0 0.0
H -6.044282 -0.981057 2.105959 0.0 0.0 0.0
H 1.063387 3.210203 0.186532 -0.1 -0.1 0.1
H -0.484931 2.576160 -1.654071 0.0 0.0 0.1
H -3.826138 -1.918526 1.446944 0.0 0.1 0.0
H 0.714881 3.813334 2.524215 0.0 0.0 0.0
H -6.286213 1.458195 2.412237 0.1 0.0 0.0
H -1.257582 0.070668 3.311211 0.0 0.0 0.1
H 4.597704 2.603894 0.250722 0.0 0.0 0.0
H 3.762890 1.427719 1.256544 0.0 0.0 -0.1
H 2.394431 -3.430388 -7.146285 0.0 0.0 0.1
H 1.179953 -1.466067 -6.261705 0.0 -0.1 0.1
H 3.228951 3.120151 1.246576 0.0 -0.1 0.0
H 1.827160 -4.511142 0.466199 0.0 0.0 0.0
H -1.545203 -7.110026 -0.000618 0.0 0.0 0.0
H -1.811946 4.030614 3.842369 0.0 0.0 -0.1
H -3.308196 7.708620 2.239124 0.0 0.0 0.0
H 2.327477 1.074787 5.391623 0.0 0.0 0.0
H 2.689352 -5.023178 -3.183148 0.0 0.0 0.0
H 4.136709 0.821174 -1.563668 -0.1 0.0 0.0
H 0.728038 -1.275906 -3.841363 0.0 0.0 0.0
```
Forces are in eV/Å.

Calculated values
total charge: +1
energy above the lowest of the compared OMol25 structures with the same formula, charge and spin: 87.0 kJ/mol
E_LUMO (spin up / spin down): -5.1 / -5.0 eV
frontier orbital gap (spin up / spin down): 6.075 / 6.085 eV
multiplicity: 5
expectation value of S²: 6.037



ORCA calculation (ωB97M-V/def2-TZVPD) on 2 unconnected molecules or ions with the total composition CH2NOP at a distorted geometry.

XYZ file:
```
6
Properties=species:S:1:pos:R:3:forces:R:3
P 1.172722 -0.598055 -0.119766 0.4 -0.1 -2.5
O -2.858933 -0.114262 0.287047 0.1 0.0 0.5
N 0.191102 -0.657008 1.038446 -2.5 0.0 1.2
C -1.924116 -0.540394 -0.252609 0.2 0.1 0.4
H -1.922535 -0.730820 -1.345959 0.6 -0.2 -0.2
H 2.278000 -0.243943 0.618152 1.3 0.2 0.7
```
Forces are in eV/Å.

Calculated values
energy above the lowest of the compared OMol25 structures with the same formula, charge and spin: 439.4 kJ/mol
E_LUMO (spin up / spin down): -0.6 / -0.3 eV
frontier orbital gap (spin up / spin down): 7.752 / 8.900 eV



ORCA calculation (ωB97M-V/def2-TZVPD) on 2 unconnected molecules or ions with the total composition C35H43N2O at a distorted geometry.

XYZ file:
```
81
Properties=species:S:1:pos:R:3:forces:R:3
O 0.469693 6.542007 4.586310 0.3 -1.0 -0.9
N 3.232199 5.581878 1.683298 -1.6 -1.4 0.6
N -1.140573 5.129095 3.867967 1.2 -0.6 -0.4
C 5.315746 6.236142 0.521897 0.0 0.1 0.1
C -3.126474 5.320432 0.343319 -0.1 0.1 0.0
C -0.359264 2.558759 -4.021795 0.4 0.0 0.0
C 6.505264 6.965777 0.501787 -0.4 0.1 0.4
C 2.243982 5.889853 2.602828 1.0 0.1 -0.7
C -5.550247 5.273569 1.741501 0.3 -0.1 -0.3
C -1.218407 7.149172 -3.986517 -0.1 0.0 0.1
C -1.889901 5.442942 -0.512325 -0.7 -0.3 -0.3
C 4.459202 6.313639 1.635411 1.4 0.7 0.0
C -1.020889 3.782092 -4.107355 0.0 -0.1 0.6
C 4.845949 7.080407 2.743250 0.0 0.0 -0.2
C 6.842631 7.794674 1.582225 0.0 0.0 -0.1
C -3.499447 6.421658 1.140971 -0.3 -0.3 -0.5
C 1.308045 3.550097 -2.616854 -0.4 0.0 0.0
C 0.798512 2.416689 -3.255570 -0.2 0.2 0.2
C 0.578741 4.740797 -2.556256 0.0 -0.3 -0.3
C -1.624429 5.981752 -3.069299 -0.3 0.0 -0.5
C 1.480506 1.092921 -3.067459 0.1 -0.3 -0.1
C 1.171740 5.922292 -1.834717 0.1 0.4 0.3
C 8.046616 8.684523 1.519576 0.3 0.2 -0.1
C -1.908388 6.471523 -1.643896 0.0 1.0 -0.3
C -3.939436 4.168831 0.289701 0.0 0.7 -0.4
C 1.132088 5.089254 2.812211 0.2 -0.1 -0.6
C 6.017121 7.831289 2.707436 -0.4 -0.3 -0.2
C -6.873391 5.233985 2.430923 -0.4 0.1 0.1
C 3.036116 4.508602 0.865232 -0.3 0.4 0.4
C -0.666858 4.809766 -3.216527 0.3 0.3 -0.1
C -4.733136 6.400421 1.779345 -0.2 -0.4 0.2
C 0.148353 5.633651 3.827070 -1.2 0.7 1.4
C -3.595301 3.030751 -0.643377 -0.1 -0.2 0.0
C 0.946104 3.951012 1.993042 -0.1 1.7 -1.0
C -5.148207 4.180814 0.977465 0.2 -0.1 0.1
C -2.688487 7.685876 1.224365 0.0 0.4 0.1
C 1.852936 3.778738 0.935055 0.1 -0.2 0.1
C -2.138641 3.951735 -5.101454 -0.4 -0.2 0.0
H 2.229741 5.767069 -1.586820 -0.1 -0.1 -0.2
H 2.279678 3.486842 -2.120266 -0.1 0.0 -0.1
H 8.766804 8.469026 2.324620 -0.3 0.0 -0.3
H -1.413731 4.346101 3.285303 0.1 0.3 0.1
H 1.194078 0.385536 -3.854274 0.1 0.1 0.2
H 7.158668 6.931212 -0.375017 -0.3 -0.1 0.3
H 2.400193 6.832660 3.122764 -0.4 -0.4 0.0
H -2.090769 3.150601 -5.848073 0.0 0.2 0.2
H 3.848846 4.275753 0.170197 -0.6 0.1 0.3
H -6.996351 4.344407 3.060346 0.1 0.2 -0.1
H -0.760712 1.706715 -4.574596 0.2 0.2 0.0
H -1.060133 6.786310 -5.015093 0.0 0.3 0.4
H -2.852073 8.332589 0.350224 0.1 -0.2 0.1
H -0.291991 7.618977 -3.621367 -0.3 -0.1 -0.3
H -2.595033 5.631240 -3.446142 0.2 0.0 0.1
H 4.240351 7.098027 3.643699 0.2 0.0 -0.1
H -7.672500 5.207414 1.679660 0.0 0.1 0.2
H 1.660921 3.112738 0.094117 0.0 -0.2 0.5
H 1.118806 6.849220 -2.422398 0.0 -0.3 0.2
H 2.571823 1.212045 -3.081160 -0.2 -0.1 0.0
H 7.733913 9.734431 1.633077 0.2 -0.3 -0.1
H -5.820280 3.332779 0.870488 0.1 0.0 0.1
H -6.997689 6.117513 3.059065 -0.2 -0.1 0.0
H 1.215998 0.644600 -2.095949 0.0 0.1 -0.3
H -1.136051 5.840247 0.110851 1.2 -0.2 1.1
H -1.575977 5.142107 4.780240 -0.1 0.4 -0.2
H 8.557089 8.574978 0.554266 -0.1 0.1 0.3
H 5.084401 5.622870 -0.348303 0.0 0.3 0.2
H -3.120567 3.887829 -4.610871 0.1 0.1 -0.2
H -1.587320 4.472759 -0.904757 0.1 0.1 0.1
H -2.089117 4.910868 -5.634901 0.0 -0.3 0.2
H -2.995524 8.271386 2.099167 0.1 -0.2 -0.2
H 0.670253 6.111446 -0.878190 0.0 0.0 -0.1
H -0.023488 3.441888 1.995905 0.6 -0.2 0.1
H -2.528819 2.774086 -0.597282 -0.3 0.0 -0.1
H -1.611317 7.507724 1.315363 -0.1 0.0 -0.1
H -4.169048 2.132370 -0.387515 0.1 0.2 -0.1
H 6.268442 8.466548 3.558245 0.0 -0.2 -0.2
H -1.178139 7.250835 -1.395538 0.1 -0.1 -0.1
H -3.833905 3.292873 -1.689291 0.2 -0.1 0.3
H -2.841572 7.049656 -1.667291 -0.1 -0.4 0.0
H -2.018274 7.905289 -3.996098 0.3 -0.1 -0.1
H -5.095423 7.294662 2.282269 0.2 -0.1 0.1
```
Forces are in eV/Å.

Calculated values
total charge: +1
energy above the lowest of the compared OMol25 structures with the same formula, charge and spin: 0.0 kJ/mol
E_LUMO: -4.6 eV
frontier orbital gap: 5.857 eV



> The lowest energy above the lowest of the compared OMol25 structures with the same formula, charge and spin belongs to which entry?

C35H43N2O